The following is a quantum chemistry calculation of 2 unconnected molecules or ions with the total composition C5H7I at a distorted geometry, from the OMol25 dataset.

Last columns: bonded neighbours and bond lengths (Å).
Geometry (Å):
1 C 0.334 -1.991 0.493  C2 1.210, H4 1.067
2 C -0.550 -1.414 1.085  C1 1.210, C3 1.363
3 C -1.470 -0.592 1.663  C2 1.363, H5 1.200, H6 1.182, H7 1.162
4 H 1.196 -2.553 0.210  C1 1.067
5 H -0.989 0.124 2.498  C3 1.200
6 H -2.301 -1.111 2.324  C3 1.182
7 H -1.956 0.168 0.931  C3 1.162
8 C 1.739 1.125 -1.354  C9 1.352, H11 1.140, H12 1.102
9 C 0.504 1.524 -1.731  C8 1.352, I10 2.090, H13 1.076
10 I -1.243 0.389 -1.898  C9 2.090
11 H 1.866 -0.002 -1.239  C8 1.140
12 H 2.589 1.770 -1.078  C8 1.102
13 H 0.283 2.563 -1.905  C9 1.076

Properties
HOMO-LUMO gap: 9.66 eV
charge: 0
E_tot: -492.2711 Eh
LUMO level: 0.58 eV
SMILES: C#CC.C=CI
HOMO level: -0.333 Ha

Atom charges from the Löwdin analysis, given in e for atoms 1 to 5:
1 C 0.078
2 C -0.327
3 C -0.203
4 H 0.028
5 H 0.126